Here is 7 unconnected molecules or ions with the total composition C25H53Cl12NO3 from the Open Molecules 2025 dataset. Energies are from ωB97M-V/def2-TZVPD.

SMILES string ... CCC[C@H](C)[C@@H](COCC)OC[C@H](CN)OC.ClCCCl.ClCCCl.ClCCCl.ClCCCl.ClCCCl.ClCCCl
Highest occupied orbital energy ... -8.9 eV
DFT total energy ... -6787.09725 Eh
Lowest unoccupied orbital energy ... 0.511 eV

XYZ file:
```
94
Properties=species:S:1:pos:R:3:forces:R:3:mulliken_charge:R:1
C -0.75492 -0.61698 2.64907 -0.2 0.4 -0.2 -0.9988
C 0.25085 0.41481 2.13447 -0.4 -0.2 0.0 -0.2635
C -0.29694 1.30832 1.01443 0.3 0.3 0.4 -1.2882
C 0.78341 1.77424 0.03808 -0.1 -0.1 -0.3 0.7559
C 0.52684 3.21407 -0.43107 0.3 -0.1 0.3 -1.7596
C 0.98033 0.83650 -1.18032 -0.2 -0.3 0.0 -0.6482
C 2.43608 0.48357 -1.32512 0.1 0.1 0.0 -1.4627
O 2.67832 -0.08546 -2.59002 0.0 -0.1 0.1 -0.3220
C 4.05590 -0.18534 -2.89483 0.0 -0.1 -0.1 -0.3746
C 4.82383 -1.24948 -2.10496 -0.1 0.2 -0.1 -0.7637
O 0.19625 -0.35550 -1.12165 0.1 0.0 0.0 0.4129
C -0.77070 -0.39916 -2.15373 0.2 0.0 0.1 -0.7995
C -1.64281 -1.63915 -2.09705 -0.4 -0.2 -0.3 1.2668
C -2.92141 -1.38842 -2.89874 0.0 0.4 0.0 -1.3267
N -2.74750 -0.90323 -4.26447 -0.2 -0.2 0.0 -0.6301
O -2.07658 -1.95525 -0.79744 0.0 0.1 0.1 -0.5065
C -1.17329 -2.72348 -0.01769 0.2 -0.2 0.0 -0.2940
H -0.25098 -1.48744 3.05759 0.0 -0.1 0.2 0.3234
H -1.40609 -0.18932 3.40716 0.0 0.0 0.2 0.1632
H -1.40154 -0.94243 1.83560 0.0 0.1 0.2 0.1806
H 1.15033 -0.10058 1.80270 0.1 0.0 -0.1 0.0753
H 0.51448 1.05918 2.97159 0.4 0.0 0.1 0.4842
H -1.12319 0.82203 0.50147 0.0 -0.1 -0.2 0.3422
H -0.68436 2.21534 1.47866 -0.3 0.0 0.1 0.5577
H 1.72384 1.76730 0.58904 0.2 0.0 0.1 0.5698
H 0.92739 3.41043 -1.42291 0.0 0.0 -0.1 0.4205
H -0.53675 3.43004 -0.42616 -0.1 0.1 -0.2 0.3594
H 1.00682 3.90992 0.25576 -0.1 0.2 0.1 0.3161
H 0.70710 1.37126 -2.08971 -0.1 0.1 -0.1 0.7657
H 3.00692 1.41510 -1.21934 0.1 0.1 0.0 0.5237
H 2.74299 -0.18028 -0.51016 0.0 -0.1 0.1 0.3990
H 4.09512 -0.43433 -3.95155 0.0 0.1 -0.2 0.3331
H 4.52575 0.79368 -2.76900 0.0 0.2 0.0 0.3384
H 4.25832 -1.60348 -1.24840 -0.1 0.0 0.1 0.1898
H 5.76028 -0.83414 -1.74277 0.2 -0.1 0.1 0.2235
H 5.04218 -2.10372 -2.73665 0.1 -0.2 0.0 0.3484
H -1.41969 0.48248 -2.08833 0.0 0.1 0.0 0.3400
H -0.25501 -0.38787 -3.11593 0.0 0.2 -0.2 0.2606
H -1.15464 -2.49178 -2.58474 0.3 0.0 0.3 -0.3442
H -3.52211 -2.29585 -2.89778 0.0 -0.2 0.0 0.3986
H -3.48151 -0.63412 -2.34703 -0.2 0.0 0.0 0.4666
H -2.66104 0.10110 -4.29123 0.2 0.0 0.0 0.3120
H -1.94733 -1.31839 -4.72176 0.0 0.0 0.0 0.2655
H -1.23308 -2.38149 1.01157 -0.1 -0.3 -0.2 -0.0116
H -1.42491 -3.78242 -0.06438 -0.1 -0.1 -0.1 0.2933
H -0.14602 -2.59754 -0.34717 0.1 0.0 -0.1 0.0781
Cl -1.01077 6.50674 0.66940 0.0 0.0 0.0 -0.2062
C -0.70896 7.25450 -0.92167 0.1 0.1 0.0 -0.5118
C -1.80787 6.94804 -1.90497 0.0 0.0 0.0 -0.4959
Cl -1.83254 5.22339 -2.35198 -0.1 0.0 -0.1 -0.1432
H 0.25293 6.89330 -1.27570 0.0 -0.1 0.0 0.3534
H -0.64658 8.32964 -0.76365 0.0 0.0 0.0 0.3685
H -1.65024 7.51683 -2.81946 0.0 0.0 0.0 0.3090
H -2.78354 7.19857 -1.49740 0.0 0.0 0.0 0.3146
Cl 2.14404 -4.57615 -0.51942 0.0 0.0 0.1 -0.1328
C 2.20394 -5.49225 -2.04343 0.1 0.0 0.0 -0.4702
C 1.29276 -4.90098 -3.08763 0.0 0.0 -0.1 -0.5348
Cl -0.42328 -5.11301 -2.65582 0.0 -0.1 0.0 -0.0714
H 1.94163 -6.52390 -1.82451 0.0 0.0 0.0 0.3694
H 3.23312 -5.45757 -2.39828 0.0 0.0 0.0 0.2664
H 1.44967 -5.40554 -4.03958 0.0 0.0 0.0 0.4020
H 1.47604 -3.83612 -3.21667 0.0 0.0 0.1 0.1830
Cl 6.27951 -4.27222 -0.60262 0.0 0.0 0.0 -0.1530
C 7.04588 -3.33968 0.71016 0.1 0.0 0.0 -0.4950
C 6.18817 -3.28500 1.94730 0.0 0.0 0.1 -0.5363
Cl 4.72182 -2.30068 1.71077 0.0 0.0 0.0 -0.0775
H 7.25627 -2.34333 0.33028 0.0 0.0 0.0 0.2815
H 7.98718 -3.83536 0.94057 0.0 0.0 0.0 0.3670
H 6.74978 -2.82656 2.75933 0.0 0.0 0.0 0.3070
H 5.87455 -4.27949 2.25305 0.0 0.0 0.0 0.3130
Cl -0.77378 -1.09456 6.33459 0.0 0.0 0.0 -0.1439
C -1.37951 0.09879 7.50867 0.0 0.0 0.0 -0.4639
C -2.26409 1.12706 6.85218 -0.1 0.0 0.0 -0.5205
Cl -1.35106 2.19054 5.74856 0.0 0.0 0.0 -0.1664
H -0.52011 0.56293 7.98503 0.0 0.0 0.0 0.3151
H -1.94864 -0.44594 8.25987 0.0 0.0 0.0 0.3047
H -2.71253 1.76370 7.61271 0.0 0.0 0.0 0.3541
H -3.05424 0.65471 6.27486 0.0 0.0 0.0 0.3268
Cl -4.52697 8.93784 3.53596 0.0 0.0 0.0 -0.1907
C -3.15018 7.81862 3.72043 0.0 -0.1 0.0 -0.1441
C -2.22701 8.23057 4.83615 0.0 -0.1 0.1 -0.4237
Cl -1.34911 9.73668 4.46102 0.0 0.0 0.0 -0.1892
H -2.62666 7.77699 2.76991 0.0 0.0 0.0 0.0407
H -3.56548 6.83543 3.93484 0.0 0.0 0.0 0.2982
H -1.47881 7.45534 4.99150 0.0 0.0 0.0 0.2827
H -2.77162 8.38712 5.76331 0.0 0.0 0.0 0.3329
Cl -3.50758 -6.71189 -1.74782 0.0 0.0 0.0 -0.1765
C -3.87662 -6.20570 -3.41589 0.1 0.1 0.0 -0.1138
C -5.30320 -6.49911 -3.79848 0.0 0.1 0.0 -0.4922
Cl -5.61728 -8.24922 -3.93650 0.0 0.0 0.0 -0.1947
H -3.17622 -6.70943 -4.07675 0.0 0.0 0.0 0.3282
H -3.69946 -5.13233 -3.46857 0.0 0.0 0.0 -0.0034
H -5.51616 -6.05929 -4.77105 0.0 0.0 0.0 0.3315
H -5.99814 -6.09473 -3.06771 0.0 0.0 0.0 0.3309
```
Positions in Å, forces in eV/Å.